This record from OMol25 describes an isolated ion of composition C3H9N4 and charge +1 at a distorted geometry. The level of theory is the ωB97M-V functional and the def2-TZVPD basis.

```
16
Properties=species:S:1:pos:R:3:forces:R:3
C 1.6577 0.1025 -1.1712 -1.2 -1.3 1.8
C 1.5294 -0.2677 0.3243 1.0 -2.8 -2.8
C 0.0869 -0.3251 0.5048 -3.4 -1.1 2.8
N 0.5554 0.5765 -1.5610 -0.9 -0.1 -1.9
N -0.3321 0.5749 -0.5180 -1.8 1.9 -0.9
N -0.6203 0.0381 1.7606 -0.1 -2.4 1.0
N -1.7943 0.4463 -0.9621 4.3 -1.3 -2.0
H 2.3798 -0.2092 -1.8803 1.0 0.5 -0.4
H 2.0437 -1.1460 0.6674 0.1 -0.7 -0.3
H 1.9698 0.4416 0.8552 1.7 3.7 2.5
H -0.3717 -1.3355 0.4520 0.7 0.0 -1.2
H -0.7049 -0.8601 2.3488 0.0 1.9 -1.3
H -0.2293 0.6902 2.4215 0.5 0.7 -0.4
H -2.2001 0.4112 -0.0782 -1.8 0.0 2.0
H -1.9582 -0.3524 -1.6046 0.1 -0.3 0.9
H -2.0118 1.2149 -1.5593 -0.2 1.5 0.1
```
Forces are in eV/Å.

LUMO energy	-0.127	Ha
highest occupied orbital energy	-13.9	eV
structure (SMILES)	N[C@@H]1CC=NN1[NH3+]
charge	+1
HOMO-LUMO gap	10.5	eV
ΔE to the lowest compared entry with this formula, charge and spin	3.9657	eV

---

This record from OMol25 describes an isolated ion of composition C3H9N4 and charge +1 at a distorted geometry. The level of theory is the ωB97M-V functional and the def2-TZVPD basis.

```
16
Properties=species:S:1:pos:R:3:forces:R:3
C -0.8367 -1.0053 0.3790 2.6 1.1 -3.8
C 0.4120 -1.4543 -0.5144 -4.0 -2.6 3.2
C 0.0758 0.6553 1.7596 -0.7 2.0 -1.6
N 0.9899 0.6580 -1.2645 -0.3 3.9 0.0
N -0.6582 0.4024 0.7192 1.6 0.2 3.4
N -1.2132 1.3719 -0.0172 -1.0 0.2 -0.8
N 1.1342 -0.6070 -1.2299 5.3 -2.5 -3.9
H -1.6843 -1.0320 -0.2264 -1.7 -0.2 -1.0
H -0.9862 -1.6505 1.1680 0.0 -1.0 2.1
H 0.2113 -0.0638 2.4779 0.6 -2.0 1.2
H 0.3409 -2.4230 -1.0101 -0.3 0.0 0.6
H 0.5062 1.6359 1.9810 -0.6 -0.1 -0.4
H 1.7762 1.0892 -1.7350 0.1 0.0 -0.3
H -0.9827 2.3092 0.3105 0.1 -0.4 -0.1
H -1.0006 1.2097 -1.0028 0.0 0.4 0.3
H 1.9154 -1.0957 -1.7949 -1.6 1.2 1.2
```
Forces are in eV/Å.

LUMO energy (alpha / beta)	-0.168 / -0.189	Ha
highest occupied orbital energy (alpha / beta)	-10.2 / -14.5	eV
charge	+1
spin multiplicity	3
HOMO-LUMO gap (alpha / beta)	5.6 / 9.4	eV
ΔE to the lowest compared entry with this formula, charge and spin	3.0724	eV

---

This record from OMol25 describes an isolated ion of composition C3H9N4S4 and charge +1 at a distorted geometry. The level of theory is the ωB97M-V functional and the def2-TZVPD basis.

```
20
Properties=species:S:1:pos:R:3:forces:R:3
C 1.2126 1.0277 0.5301 0.4 0.0 0.1
C -2.5075 -0.2144 -0.2757 -0.1 0.2 -0.2
C 1.3792 -0.3374 -0.1586 0.1 -0.5 0.8
N -1.3470 -0.4469 -0.7314 0.3 -0.4 0.3
N -0.5485 -0.3908 -1.6686 -0.9 0.0 -1.0
N 0.7112 -0.3787 -1.4510 0.5 0.2 0.1
N -0.1655 1.2952 0.8989 0.1 0.2 0.2
S -3.2428 1.3696 -0.2389 -0.1 -0.2 0.0
S -3.4168 -1.4463 0.5615 -0.2 0.2 0.0
S 3.1433 -0.6668 -0.5562 -0.4 0.0 -0.4
S 0.6550 -1.6720 0.9184 0.2 0.4 0.1
H 1.9100 1.0445 1.3840 -0.1 0.0 -0.2
H 1.2870 -0.4558 -2.2843 -0.4 0.1 -0.1
H -0.2470 2.2612 1.2007 0.0 -0.1 0.0
H -0.4346 0.7181 1.6937 0.0 0.2 0.0
H -2.3143 1.9793 -0.9838 0.1 -0.1 0.0
H 1.5344 1.7954 -0.1847 0.0 -0.2 0.1
H -2.5198 -2.4211 0.3886 0.2 0.0 -0.1
H 3.6281 -0.3813 0.6479 0.0 0.1 0.3
H 1.2831 -2.6793 0.3092 0.1 -0.1 -0.1
```
Forces are in eV/Å.

LUMO energy	-0.159	Ha
highest occupied orbital energy	-12.9	eV
charge	+1
HOMO-LUMO gap	8.6	eV
ΔE to the lowest compared entry with this formula, charge and spin	0.0000	eV

---

This record from OMol25 describes C3H9N5 as an isolated structure at a distorted geometry. The level of theory is the ωB97M-V functional and the def2-TZVPD basis.

```
17
Properties=species:S:1:pos:R:3:forces:R:3
C 0.6778 2.3607 -0.0545 1.5 5.2 -1.8
C -0.1765 0.2422 -0.1214 4.5 -4.7 2.9
C -2.0290 -1.9751 0.0918 -3.4 -4.2 0.8
H 1.7856 3.1605 -0.3712 -3.4 -2.8 1.6
H 0.0783 2.7354 0.9202 1.6 -0.5 -2.4
H -0.0751 2.7356 -1.0922 2.5 -1.2 2.8
H 2.9136 0.5635 0.5177 -0.3 0.0 -0.1
H 2.4158 0.1638 -1.0057 0.8 0.3 -2.1
H -1.2779 1.7315 -0.7395 0.3 -2.2 1.1
H 1.0756 -1.3434 -0.1317 -4.2 0.1 2.4
H -2.5043 -3.0527 0.3332 -0.2 2.8 -0.8
H -2.6088 -1.1241 -0.3585 1.2 -0.9 0.6
N 0.9811 0.9730 0.1066 -0.4 0.2 -0.4
N 2.1528 0.2518 -0.0750 0.3 0.8 1.6
N -1.2114 0.7268 -0.4007 -8.5 4.5 -3.2
N -0.0328 -1.1204 0.2580 7.8 1.3 -1.7
N -0.8378 -2.1651 0.4587 0.0 1.3 -1.4
```
Forces are in eV/Å.

LUMO energy	0.020	Ha
highest occupied orbital energy	-8.2	eV
charge	0
HOMO-LUMO gap	8.8	eV
ΔE to the lowest compared entry with this formula, charge and spin	7.3896	eV

---

This record from OMol25 describes one molecule with the formula C3H9N5 at a distorted geometry. The level of theory is the ωB97M-V functional and the def2-TZVPD basis.

```
17
Properties=species:S:1:pos:R:3:forces:R:3
C 0.1106 0.4328 1.5668 3.3 1.4 1.6
C 0.1419 1.5841 0.4119 -0.9 -1.9 -0.3
C -0.0045 -0.9875 -2.0239 -1.5 2.3 -2.8
H 0.0473 -1.3221 0.4162 -0.8 1.1 1.7
H -0.2090 -1.6756 2.2089 0.1 3.3 -2.4
H 0.9681 0.2549 3.4212 -0.5 1.4 -2.6
H 1.1065 1.4274 -0.1024 0.2 1.1 1.0
H -0.1659 2.7158 0.8959 1.1 -3.5 -1.6
H -1.6371 0.6258 -0.1071 3.1 1.3 -2.7
H -1.1087 0.8227 -2.7371 3.1 -2.1 3.1
H -0.2037 -1.2857 -3.0800 0.5 0.1 0.4
H 1.0646 -2.4818 -1.0858 -0.8 0.0 -1.1
N -0.2645 -0.8945 1.3843 -0.2 -2.2 0.3
N 0.7983 0.9339 2.5501 -0.9 -1.8 2.2
N -0.7425 1.1286 -0.6831 -4.5 -1.6 1.1
N -0.3652 0.3880 -1.9145 -2.9 1.9 -0.6
N 0.4637 -1.6669 -1.1215 1.5 -0.7 2.8
```
Forces are in eV/Å.

LUMO energy	0.025	Ha
highest occupied orbital energy	-8.4	eV
structure (SMILES)	[H]/N=C(\N)CNN/C=N/[H]
charge	0
HOMO-LUMO gap	9.1	eV
ΔE to the lowest compared entry with this formula, charge and spin	5.5718	eV

---

This record from OMol25 describes one molecule with the formula C3H9N5 at a distorted geometry. The level of theory is the ωB97M-V functional and the def2-TZVPD basis.

```
17
Properties=species:S:1:pos:R:3:forces:R:3
C 1.1662 -0.1352 2.1358 0.5 0.2 0.7
C 0.0880 -0.3480 1.1186 0.2 -1.6 0.1
C 0.2529 0.7645 -1.0315 0.4 -0.3 -1.4
H 1.0609 0.8882 2.5691 -0.1 -0.7 0.1
H 1.2324 -0.8985 2.9311 -0.4 0.4 -0.4
H 2.1576 -0.0954 1.6593 -0.3 -0.2 -0.2
H 0.1450 1.6009 0.6923 0.0 1.1 0.8
H -0.2096 2.0013 -2.6510 0.5 -0.3 -0.2
H -1.1300 2.3031 -1.3456 0.2 -0.4 0.4
H 0.9494 0.0235 -2.5866 0.4 0.0 -0.4
H -1.8267 -2.6384 -0.0485 0.7 1.6 0.1
H -1.7651 -1.0007 -0.7839 1.0 -1.2 1.8
N -0.1126 0.7331 0.3031 -0.5 1.1 -1.5
N -0.2443 1.9181 -1.6527 -0.6 0.3 0.2
N 1.0143 -0.1090 -1.5886 -1.2 0.3 0.8
N -0.5388 -1.4412 0.9539 0.0 -0.6 0.3
N -1.4980 -1.6542 0.0167 -0.9 0.2 -1.1
```
Forces are in eV/Å.

LUMO energy	0.028	Ha
highest occupied orbital energy	-8.0	eV
structure (SMILES)	[H]/N=C(\N)N/C(C)=N\N
charge	0
HOMO-LUMO gap	8.7	eV
ΔE to the lowest compared entry with this formula, charge and spin	1.7375	eV

---

This record from OMol25 describes one molecule with the formula C3H9N5 at a distorted geometry. The level of theory is the ωB97M-V functional and the def2-TZVPD basis.

```
17
Properties=species:S:1:pos:R:3:forces:R:3
C -1.5970 -1.3361 -0.7636 -1.0 -0.5 -1.6
C -1.1886 -0.1884 0.1534 -0.1 -0.5 0.8
C 0.9037 -0.2775 -0.8270 -4.2 0.9 -0.2
H -2.6638 -1.7618 -0.6376 1.8 1.1 0.0
H -1.4287 -1.0661 -1.8659 -0.9 0.1 1.3
H -0.8922 -2.1894 -0.7392 -0.4 0.3 0.8
H -2.1624 1.3962 2.7008 2.8 -0.6 -1.6
H -0.3961 0.8310 2.3348 -3.1 1.3 -0.7
H 0.4516 -0.9174 -1.6753 1.4 0.7 1.5
H 2.7366 -0.2829 -1.7021 -0.8 1.0 1.8
H 2.6376 2.0444 -0.1642 -0.3 -3.1 0.2
H 2.0159 0.8314 0.9937 2.0 0.3 -3.6
N -1.9800 0.2414 1.0746 1.0 0.7 0.1
N -1.3614 1.2632 1.9485 -0.7 -1.9 1.3
N 0.1300 0.2783 0.1023 0.9 -1.8 -1.4
N 2.1134 0.1803 -0.9794 2.5 -0.3 -1.2
N 2.6814 0.9534 0.0462 -0.9 2.2 2.5
```
Forces are in eV/Å.

LUMO energy	0.025	Ha
highest occupied orbital energy	-7.9	eV
structure (SMILES)	CC(=N/N)/N=C/NN
charge	0
HOMO-LUMO gap	8.6	eV
ΔE to the lowest compared entry with this formula, charge and spin	4.1772	eV

---

This record from OMol25 describes one molecule with the formula C3H9N5O at a distorted geometry. The level of theory is the ωB97M-V functional and the def2-TZVPD basis.

```
18
Properties=species:S:1:pos:R:3:forces:R:3
C -0.1760 1.4385 -0.7052 0.6 2.0 1.5
C -2.7246 0.0402 0.5129 0.6 -0.4 0.4
C 0.5555 -0.8217 -0.2046 4.1 -1.7 0.4
H -0.2715 1.6676 -1.8862 0.2 -0.9 2.9
H -0.6379 2.4121 -0.0217 0.5 -3.1 -2.1
H 0.8676 1.4571 -0.2597 -0.9 0.7 -1.5
H -2.0663 -1.0890 -1.1984 0.9 1.6 1.9
H -2.4167 0.8229 1.3639 0.0 -1.6 -2.0
H -0.5160 -2.4384 0.1185 3.1 1.0 -1.4
H 2.5889 -1.3219 -0.4945 -1.2 1.5 1.0
H 2.6198 -0.2669 1.7334 0.3 0.9 -1.0
H 3.2389 1.0580 0.6446 -1.8 -2.2 0.9
N -0.4912 0.0582 -0.1823 0.3 2.1 -1.6
N -1.7479 -0.5003 -0.3397 -0.8 0.4 0.1
N 0.5468 -2.0878 -0.1450 -4.7 -1.9 1.5
N 2.0364 -0.4371 -0.2857 -1.0 1.8 0.7
N 2.4380 0.3770 0.9337 0.6 -0.5 -2.1
O -3.8438 -0.3686 0.4160 -1.0 0.3 0.2
```
Forces are in eV/Å.

LUMO energy	0.030	Ha
highest occupied orbital energy	-8.8	eV
structure (SMILES)	[H]/N=C(/NN)N(C)NC=O
charge	0
HOMO-LUMO gap	9.7	eV
ΔE to the lowest compared entry with this formula, charge and spin	4.2546	eV